C24H50N2O2P2W as an isolated structure at a distorted geometry. Source: the Open Molecules 2025 dataset; level of theory: ωB97M-V/def2-TZVPD.

Values from the calculation:
- ⟨S²⟩ = 2.06
- E_LUMO (alpha / beta) (eV) = -16.652 / -16.278
- 2S+1 = 3
- calculated total energy (eV) = -53131.170
- charge = +4
- orbital gap (alpha / beta) (eV) = 5.40 / 5.81
- molecular weight (g/mol) = 644.46

```
81
C24H50N2O2P2W ωB97M-V/def2-TZVPD
W 0.466 0.014 -0.632
C 1.265 -0.086 -2.382
O 1.760 -0.019 -3.461
C 0.793 1.786 0.042
O 1.013 2.960 0.223
P -1.799 1.196 -1.194
C -3.006 2.002 0.002
H -3.752 2.415 -0.691
C -1.539 2.562 -2.438
H -0.721 3.133 -1.969
C -2.833 -0.076 -2.035
H -3.078 -0.746 -1.192
C 3.034 -2.266 0.453
P 2.532 -0.512 0.847
H 3.485 -0.509 3.049
H 2.160 -2.846 0.790
C 4.112 0.432 0.453
H 4.925 -0.299 0.615
C -1.096 2.092 -3.824
H -1.893 1.576 -4.375
H -0.214 1.445 -3.804
H -0.824 2.983 -4.409
C -2.710 3.542 -2.624
H -2.427 4.294 -3.368
H -2.988 4.106 -1.732
H -3.607 3.053 -3.013
C -4.169 0.484 -2.535
H -4.748 1.040 -1.788
H -4.812 -0.352 -2.838
H -4.057 1.111 -3.424
C -2.126 -0.874 -3.132
H -2.358 -1.939 -3.001
H -1.034 -0.779 -3.111
H -2.473 -0.572 -4.131
C -3.786 1.015 0.882
H -4.576 0.503 0.313
H -4.295 1.555 1.696
H -3.120 0.265 1.329
C -2.439 3.201 0.781
H -1.791 2.879 1.606
H -3.283 3.772 1.209
H -1.867 3.879 0.132
C 4.262 -2.807 1.224
H 4.238 -2.612 2.307
H 5.198 -2.401 0.818
H 4.304 -3.902 1.100
C 3.227 -2.463 -1.045
H 4.159 -1.988 -1.379
C 1.755 0.731 3.298
H 2.408 -2.062 -1.652
H 3.278 -3.541 -1.247
C 1.733 -1.758 3.290
H 0.665 0.664 3.184
H 1.970 0.784 4.379
H 2.095 1.673 2.854
C 2.428 -0.516 2.721
H 1.745 -1.726 4.390
H 2.204 -2.696 2.984
H 0.677 -1.797 2.990
C 4.346 1.647 1.355
H 3.542 2.386 1.233
H 5.290 2.132 1.067
H 4.433 1.380 2.412
C 4.162 0.905 -1.001
H 3.937 0.134 -1.744
H 5.176 1.273 -1.224
H 3.461 1.735 -1.159
H -1.846 1.875 3.427
H -2.050 1.372 2.881
C -2.472 -3.546 2.563
N -1.689 -2.941 1.504
C -1.373 -3.619 0.334
C -0.621 -2.771 -0.423
N -0.462 -1.584 0.286
C -1.139 -1.698 1.445
H -3.404 -3.942 2.128
H -1.948 -4.410 3.010
H -2.689 -2.828 3.343
H -1.683 -4.639 0.188
H -0.246 -2.882 -1.408
H -1.192 -0.980 2.248
```

Results of the Mulliken charge analysis, in e, for atoms 1 through 6:
1 W 2.060
2 C 0.271
3 O -0.241
4 C 0.578
5 O -0.309
6 P -0.572